ORCA calculation (ωB97M-V/def2-TZVPD) on a 6-piece molecular cluster, H14NO5 overall in a non-equilibrium geometry.

```
! wB97M-V def2-TZVPD RIJCOSX def2/J DEFGRID3
* xyz 1 1
N 0.05779 -0.85764 -0.22395
H 0.27625 -0.16850 0.50949
H -0.70864 -1.51229 -0.02398
H 0.91483 -1.38927 -0.46843
H -0.32716 -0.37140 -1.04721
H 0.10741 4.76182 -1.26275
H -0.68322 4.08474 -0.26200
O -0.03017 3.89782 -0.90907
H 0.55073 1.27675 2.81309
H 0.33735 -0.13238 3.12672
O 0.64520 0.41670 2.41235
H -2.48590 -3.11031 1.69353
H -2.58614 -1.66503 1.46594
O -2.06633 -2.41640 1.17648
H -0.96817 1.13934 -2.77627
H -0.38782 2.28325 -1.93301
O -0.81146 1.44252 -1.88406
H 3.14898 -2.66308 -0.14104
H 2.54524 -2.70926 -1.56345
O 2.47123 -2.30739 -0.70237
*
```

Computed properties:
Energy (Eh): -439.14693
Relative energy (zero: lowest compared OMol25 entry of this formula, charge and spin) (kcal/mol): 14.4
Gap between HOMO and LUMO (eV): 12.09
HOMO level (eV): -14.8
LUMO level (eV): -2.7
Strongest force on any atom (eV/A): 1.95

Mulliken population analysis, charges in e, atoms 1 to 4: number 1, N, carries -0.227; number 2, H, carries 0.305; number 3, H, carries 0.346; number 4, H, carries 0.324